# 1
This record from the OMol25 dataset describes 6 unconnected molecules or ions with the total composition C20H30FO15. The level of theory is ωB97M-V/def2-TZVPD.

Geometry as XYZ:
```
66
Properties=species:S:1:pos:R:3:forces:R:3:lowdin_charge:R:1
F 1.12467 0.18787 -0.32052 -0.415 -0.001 -0.150 -0.67
C -2.88240 -1.21391 1.76442 1.618 -2.644 -3.103 0.00
C -2.21003 0.22184 1.68550 -4.093 -4.115 -1.503 -0.37
C -2.37265 1.04275 0.47934 2.511 -0.263 -2.833 -0.11
O -2.95330 2.25382 0.88382 -0.688 -0.175 -0.553 0.12
C -3.35270 2.04881 2.10927 -2.569 3.134 5.086 -0.52
O -3.95576 2.88819 2.81690 1.806 -2.774 -2.525 0.09
O -2.96773 0.83449 2.59168 -3.107 4.496 2.743 0.08
H -4.02477 -1.45062 1.58796 2.153 1.628 0.036 0.11
H -2.69671 -1.57935 2.80344 0.289 -0.126 -1.095 0.08
H -2.30897 -1.90682 0.81861 -1.522 1.531 3.182 0.12
H -1.29144 0.28920 2.05482 4.439 -0.850 1.014 0.11
H -2.86103 0.50238 -0.32468 -0.704 0.371 -0.140 0.13
H -1.37681 1.31172 0.12482 0.092 -0.265 -0.386 0.12
C 0.46754 3.36877 2.02555 0.212 2.314 2.970 -0.01
C 1.25400 2.47306 2.87733 2.142 0.040 -2.470 -0.34
C 2.66233 2.26463 2.15620 -3.251 -2.376 -3.482 -0.07
O 3.62293 3.19955 2.69551 -1.787 -3.151 -1.847 0.12
C 3.03639 3.52234 3.81895 2.412 5.545 2.282 -0.59
O 3.61208 4.38162 4.50961 -1.939 -2.580 -0.368 0.09
O 1.79344 3.12149 3.93068 -0.424 1.470 5.019 0.11
H 1.11848 4.21866 2.02255 0.093 0.983 -1.163 0.11
H -0.45557 3.71406 2.43604 -0.865 -0.034 0.421 0.09
H 0.34182 2.87145 1.16630 -0.560 -1.310 -3.649 0.04
H 0.62962 1.65263 3.14753 0.472 -1.270 0.571 0.15
H 2.36842 2.31839 1.04947 1.549 0.429 1.320 0.14
H 2.72921 1.19895 2.32103 1.903 -0.304 0.237 0.12
C -1.41212 -1.74807 -2.43385 -1.507 -4.262 0.478 -0.01
C -0.37151 -2.76635 -3.02130 -1.021 1.708 -1.559 -0.24
C 0.98071 -2.58466 -2.29424 -0.579 -5.103 -2.698 -0.03
O 1.12104 -3.97754 -1.78276 0.252 1.078 -0.211 0.06
C 0.03975 -4.67359 -2.12914 2.435 -6.797 5.201 -0.70
O -0.14041 -5.82674 -1.72217 1.078 1.218 -0.675 0.08
O -0.87742 -4.09260 -2.70176 -2.357 4.448 -3.482 0.13
H -0.80034 -0.93646 -2.29101 0.429 2.829 0.408 0.02
H -1.70667 -2.19830 -1.37123 0.826 1.030 -2.093 0.12
H -2.39314 -1.70938 -2.98869 1.335 0.491 0.328 0.10
H -0.09788 -2.78094 -4.18488 -1.291 0.394 2.394 0.19
H 1.15729 -1.93417 -1.54875 -0.142 2.679 2.790 0.06
H 1.75444 -2.54840 -3.02594 0.647 0.604 -0.512 0.12
C 3.04681 -3.35780 1.64171 0.540 0.725 3.088 0.00
C 1.73285 -2.50705 1.93657 6.367 1.351 -1.218 -0.37
C 0.47981 -3.17684 1.66839 -3.438 0.291 -4.143 -0.06
O -0.30647 -2.98582 2.86314 -0.821 -2.321 -3.328 0.12
C 0.44456 -2.42947 3.68630 1.363 4.906 9.555 -0.55
O 0.05538 -2.11438 4.87276 1.656 -1.439 -4.734 0.04
O 1.70116 -2.02414 3.24298 -3.046 -1.898 2.008 0.09
H 3.11101 -3.56313 0.62190 0.073 -0.207 -1.768 0.04
H 2.76835 -4.23191 2.15683 0.693 -1.892 0.620 0.05
H 4.11545 -2.95543 2.04556 -2.970 -0.555 -0.854 0.15
H 2.21422 -1.67271 1.50107 -1.890 1.782 -2.142 0.12
H 0.60152 -4.21537 1.34470 -0.084 -0.184 0.821 0.14
H -0.17652 -2.74272 0.77069 1.563 -0.458 1.908 0.16
C -1.61670 1.49753 -4.48494 -0.173 2.618 7.304 0.05
C -0.96162 2.58065 -3.52787 1.979 -1.691 -4.487 -0.23
C 0.48046 2.29232 -3.01056 -2.032 -3.444 -1.159 -0.02
O 1.25520 3.22048 -3.79356 3.292 -4.547 3.509 0.16
C 0.50700 3.96423 -4.41813 -1.437 10.107 -5.409 -0.61
O 0.89707 5.01273 -5.07766 -1.203 -4.678 2.275 0.02
O -0.79875 3.79558 -4.22347 0.694 0.190 -0.952 0.10
H -1.72347 0.72958 -3.77620 0.184 -1.749 1.215 0.04
H -1.16899 1.05996 -5.20820 3.896 -1.981 -5.079 0.02
H -2.60485 1.54624 -4.68956 -3.233 1.583 -1.033 0.05
H -1.52178 2.91592 -2.79262 -3.345 0.232 3.819 0.10
H 0.66301 1.15985 -3.14183 0.620 1.816 -0.766 0.15
H 0.50051 2.24290 -1.94441 0.877 1.425 0.967 0.10
```
Forces are in eV/Å.

Output
Kohn-Sham gap = 8.9 eV
charge = -1
energy above the lowest of the compared OMol25 structures with the same formula, charge and spin = 11.309 eV
highest occupied orbital energy = -0.25379 hartree
spin multiplicity = 1

=====

# 2
This record from the OMol25 dataset describes a single C4H4N2O2 molecule. The level of theory is ωB97M-V/def2-TZVPD.

Geometry as XYZ:
```
12
Properties=species:S:1:pos:R:3:forces:R:3:lowdin_charge:R:1
C 1.42940 -0.43636 0.09276 -2.220 -0.409 0.643 -0.43
C -0.68584 0.52022 -0.07637 -0.931 2.251 -3.101 -0.49
C -2.12890 0.17708 0.02997 -7.482 -6.191 1.245 0.04
C -3.17955 -0.66233 0.15773 6.960 5.509 -0.053 0.16
H 1.46133 1.50176 0.28830 -0.369 -0.959 1.722 0.08
H 2.78525 0.97722 0.03012 -0.660 -1.215 2.422 0.15
H 2.75948 -1.43364 -0.59964 1.953 -0.372 -0.387 0.05
H -4.02586 -1.31927 0.51030 1.283 1.299 -0.885 0.06
N 2.00666 0.71579 0.78485 0.715 0.692 -5.305 0.10
N 1.77963 -1.45502 -0.53101 0.455 0.534 0.318 0.20
O -0.03468 -0.58799 0.22250 1.696 2.195 1.021 0.06
O -0.22719 1.57009 -0.62631 -1.398 -3.335 2.361 0.03
```
Forces are in eV/Å.

Output
SMILES = [H]/N=C(\N)OC(=O)C#C
Kohn-Sham gap = 10.2 eV
charge = 0
energy above the lowest of the compared OMol25 structures with the same formula, charge and spin = 5.230 eV
highest occupied orbital energy = -0.38612 hartree
spin multiplicity = 1

=====

# 3
This record from the OMol25 dataset describes a molecular structure, C37H26CrO7S2. The level of theory is ωB97M-V/def2-TZVPD.

Geometry as XYZ:
```
73
Properties=species:S:1:pos:R:3:forces:R:3:mulliken_spin:R:1
C -4.81698 -0.83567 0.57945 0.416 0.051 0.135 0.01
C -4.50825 0.40355 1.13253 0.373 0.085 0.009 0.00
C -3.26160 0.61503 1.73110 0.051 -0.036 -0.021 0.02
C -2.35428 -0.43349 1.85728 -0.361 0.619 -0.450 0.01
S -0.72703 -0.21463 2.60936 -1.665 -4.376 0.381 0.08
C -0.13266 1.29766 2.16252 -0.486 1.154 -0.676 0.67
S 1.39899 1.50928 1.41151 3.402 -1.162 -1.226 0.00
C 2.27600 -0.06921 1.41790 0.255 -0.322 0.189 -0.01
C 2.75537 -0.57713 2.62560 0.246 0.013 0.044 -0.01
C 3.52997 -1.73687 2.64940 -0.006 0.053 -0.224 0.00
C 3.82504 -2.40570 1.45212 -0.150 0.315 0.027 0.00
C 3.32800 -1.90588 0.24148 0.055 0.064 0.285 0.00
C 2.55241 -0.74110 0.22556 -0.086 0.141 -0.007 0.00
O 1.26195 1.83224 0.00662 -0.859 0.346 0.947 0.07
O 2.17898 2.36520 2.27827 -0.960 0.260 -0.032 0.06
O -0.93013 -0.31819 4.04227 0.624 0.573 -0.875 0.06
O 0.06155 -1.26036 1.97885 -0.473 0.980 0.537 0.04
C -2.68023 -1.69624 1.34794 0.306 0.067 -0.163 0.01
C -3.89023 -1.87739 0.66859 0.295 0.027 0.246 0.00
H -5.75334 -0.97241 0.04980 0.087 -0.040 0.078 0.00
H -5.20815 1.23189 1.05566 0.103 -0.152 -0.010 0.00
H -2.98032 1.60313 2.08922 -0.260 -0.162 -0.060 0.00
H -0.84089 2.10223 1.97537 0.168 -0.013 0.271 0.02
H 2.52677 -0.07100 3.55861 0.052 0.022 -0.066 0.00
H 3.91999 -2.10561 3.60468 -0.209 0.129 -0.433 0.00
H 4.45526 -3.30113 1.46873 -0.307 0.351 -0.042 0.00
H 3.55780 -2.41617 -0.69907 -0.126 0.223 0.380 0.00
H 2.16657 -0.35284 -0.71376 0.080 -0.047 0.188 0.00
H -1.94013 -2.49446 1.43896 -0.345 0.197 -0.154 0.00
H -4.07823 -2.83144 0.17577 -0.050 0.217 0.277 0.00
O -2.38286 7.91265 9.84164 1.370 -0.433 -3.682 0.03
C -1.90376 7.69130 8.80290 -1.980 0.116 3.863 -0.05
Cr -0.75565 7.10078 7.37480 0.367 1.619 2.137 1.13
C -0.77446 5.48641 8.37127 -0.175 -3.038 2.602 -0.04
O -0.78279 4.60677 9.13522 0.052 2.669 -2.635 -0.01
C 0.50439 7.63904 8.73230 2.201 0.335 3.821 -0.07
O 1.05517 7.85231 9.73520 -1.597 -0.484 -3.581 0.05
C -0.74686 8.73673 5.88245 -0.100 0.740 -0.878 0.09
C -1.98547 8.08552 5.87691 -0.249 0.101 -0.127 -0.04
C -2.03967 6.68604 5.73947 -0.985 -1.161 -0.652 0.03
C -0.85877 5.93622 5.48687 0.186 -1.637 -0.176 -0.03
C -0.87548 4.48436 5.33126 -0.549 0.449 0.215 0.23
C -1.01534 3.26612 5.43280 0.568 1.651 -0.344 0.02
C -1.10344 1.89052 5.65159 -0.012 0.079 0.685 0.20
C 0.03402 1.29831 6.31104 1.047 0.039 0.337 -0.03
C 1.18799 2.10732 6.48481 0.048 0.220 0.705 0.12
C 2.10272 1.86700 7.50584 -0.023 -0.320 -0.200 -0.09
C 1.90839 0.79172 8.38591 -0.227 -0.140 -0.267 0.15
C 0.86890 -0.12126 8.11529 0.392 0.042 -0.406 -0.08
C 0.05186 0.05220 6.98855 -0.348 0.065 0.544 0.15
C -2.44202 1.35563 5.53635 -1.527 0.349 0.542 -0.02
C -3.34679 2.07601 4.72004 -0.535 -0.477 -0.169 0.10
C -4.63276 1.59906 4.45576 0.193 -0.066 0.246 -0.07
C -5.07409 0.40514 5.03885 0.426 -0.338 -0.301 0.11
C -4.23170 -0.26465 5.94249 -0.107 0.317 -0.095 -0.06
C -2.98954 0.28347 6.28760 0.013 -0.170 -0.295 0.11
C 0.38021 6.60245 5.64925 0.720 -1.189 -0.780 0.07
C 0.44181 7.99737 5.80186 0.265 -0.033 -0.083 -0.07
H -0.71587 9.82352 5.91749 0.047 -0.250 0.310 0.00
H -2.91796 8.64120 6.02061 0.476 -0.163 -0.033 -0.01
H -2.99056 6.13906 5.79834 0.464 0.427 -0.185 -0.01
H 1.30911 3.00364 5.88021 -0.015 -0.255 0.083 0.02
H 2.97033 2.52123 7.61012 -0.271 -0.198 0.030 0.00
H 2.60327 0.62160 9.21844 -0.450 0.115 -0.346 0.01
H 0.72696 -0.98720 8.77809 0.158 0.317 -0.571 0.00
H -0.61601 -0.74245 6.65863 0.036 0.297 0.333 0.02
H -3.04295 3.02976 4.28780 0.042 -0.383 -0.125 0.01
H -5.26931 2.12779 3.74086 0.152 -0.086 0.389 0.00
H -6.04239 -0.02671 4.75198 0.478 0.238 0.218 0.00
H -4.53970 -1.23675 6.35529 0.059 0.729 0.111 0.00
H -2.47980 -0.08270 7.18230 0.038 -0.168 -0.674 0.00
H 1.28067 5.97359 5.65435 -0.362 0.530 -0.211 0.00
H 1.42478 8.47071 5.86184 -0.455 -0.028 0.088 -0.01
```
Forces are in eV/Å.

Output
Kohn-Sham gap (alpha / beta) = 6.2 / 5.4 eV
charge = +1
highest occupied orbital energy (alpha / beta) = -0.34976 / -0.40738 hartree
spin multiplicity = 4

=====

# 4
This record from the OMol25 dataset describes a single C6H5Br2NO2S molecule. The level of theory is ωB97M-V/def2-TZVPD.

Geometry as XYZ:
```
17
Properties=species:S:1:pos:R:3:forces:R:3:mulliken_spin:R:1
C 0.11834 2.09760 0.33342 -3.654 -1.859 0.185 0.42
C -0.74600 0.93977 -0.18400 2.014 -0.009 -2.658 0.02
C 1.32791 2.18346 -0.24591 2.777 -0.788 -2.502 0.22
C 0.05827 0.24199 -1.26982 2.899 4.711 0.922 0.14
C -0.07701 -0.91388 -1.88592 -1.309 -5.615 -2.697 0.51
C -0.44478 -2.06630 1.58655 2.573 1.013 0.628 0.01
N -0.08780 -0.85601 1.30983 -0.073 0.243 -1.140 -0.01
O 0.99126 -0.31706 1.38175 1.403 0.422 0.461 0.03
O -1.13156 -0.11300 0.70223 -2.178 -0.165 1.824 0.05
S 1.61247 1.02817 -1.53255 -2.533 0.363 2.089 0.45
Br -1.65091 -2.02858 -1.63449 0.519 0.577 -0.270 0.04
Br 0.77979 -3.21010 2.37657 -0.195 0.047 -0.063 0.00
H -0.41655 2.62152 1.12370 0.938 0.470 -0.098 0.01
H -1.66128 1.30682 -0.75487 0.222 -0.672 1.644 0.06
H 2.18828 2.79192 -0.19774 0.287 1.046 0.815 0.02
H 0.57295 -1.48985 -2.61179 -0.576 1.430 1.171 0.01
H -1.43339 -2.21646 1.50303 -3.116 -1.214 -0.312 0.00
```
Forces are in eV/Å.

Output
Kohn-Sham gap (alpha / beta) = 5.3 / 6.0 eV
charge = 0
energy above the lowest of the compared OMol25 structures with the same formula, charge and spin = 2.439 eV
highest occupied orbital energy (alpha / beta) = -0.17258 / -0.32118 hartree
spin multiplicity = 3

=====

Among the records above, which one has the highest charge?
C37H26CrO7S2